[1]
{"formula": "C18H27N2O5P2SYb", "method": "wB97M-V/def2-TZVPD", "s_squared": 0.75, "homo_lumo_gap_ev": [7.57, 6.17], "total_charge": 2, "multiplicity": 2, "symbols": ["Yb", "P", "C", "C", "N", "C", "C", "C", "C", "C", "P", "H", "H", "H", "H", "H", "H", "H", "H", "O", "H", "H", "O", "H", "C", "H", "H", "H", "C", "H", "H", "H", "C", "H", "H", "H", "C", "H", "H", "H", "O", "S", "O", "N", "C", "O", "C", "C", "C", "C", "C", "C", "H", "H", "H", "H"], "coordinates": [[0.298, 1.113, -0.816], [2.165, -0.940, -0.177], [2.370, -1.272, -1.978], [1.048, -1.562, -2.704], [-0.068, -0.892, -2.312], [-1.269, -1.263, -2.823], [-1.359, -2.204, -3.850], [-0.207, -2.812, -4.336], [1.015, -2.480, -3.756], [-2.572, -0.713, -2.241], [-2.414, 0.824, -1.258], [1.952, -2.921, -4.094], [-2.342, -2.438, -4.253], [-0.261, -3.528, -5.155], [-3.306, -0.535, -3.046], [-3.008, -1.466, -1.554], [2.847, -0.366, -2.418], [3.071, -2.120, -2.079], [0.692, 3.490, -2.173], [1.198, 2.621, -2.218], [1.833, 2.629, -2.960], [-0.613, 4.359, -0.409], [-0.615, 4.265, -1.383], [-1.116, 5.045, -1.702], [-2.660, 2.051, -2.604], [-3.687, 1.985, -2.998], [-2.473, 3.062, -2.209], [-1.952, 1.894, -3.434], [-4.037, 0.807, -0.421], [-4.067, 1.635, 0.302], [-4.879, 0.902, -1.125], [-4.146, -0.129, 0.150], [2.215, -2.653, 0.495], [3.123, -3.189, 0.173], [2.191, -2.595, 1.596], [1.326, -3.204, 0.154], [3.868, -0.409, 0.221], [3.851, 0.016, 1.233], [4.548, -1.274, 0.186], [4.196, 0.372, -0.478], [2.994, 1.823, 4.395], [2.442, 0.630, 3.804], [3.255, -0.564, 3.785], [1.809, 0.921, 2.304], [0.476, 0.950, 2.275], [-0.203, 1.375, 1.262], [-0.132, 0.469, 3.530], [-1.476, 0.172, 3.802], [-1.785, -0.306, 5.077], [-0.786, -0.453, 6.060], [0.551, -0.126, 5.783], [0.844, 0.309, 4.496], [-2.219, 0.296, 3.007], [-2.815, -0.577, 5.315], [-1.068, -0.831, 7.042], [1.353, -0.193, 6.516]], "lowdin_spin": [1.003, -0.001, 0.000, 0.000, -0.001, 0.000, 0.000, 0.000, 0.000, 0.000, -0.001, 0.000, 0.000, 0.000, 0.000, 0.000, 0.000, 0.000, 0.000, -0.001, 0.000, 0.000, 0.000, 0.000, 0.000, 0.000, 0.000, 0.000, 0.000, 0.000, 0.000, 0.000, 0.000, 0.000, 0.000, 0.000, 0.000, 0.000, 0.000, 0.000, 0.000, 0.000, 0.000, 0.000, 0.000, 0.001, 0.000, 0.000, 0.000, 0.000, 0.000, 0.000, 0.000, 0.000, 0.000, 0.000]}


[2]
{"formula": "C18H27N3O3S", "method": "wB97M-V/def2-TZVPD", "homo_lumo_gap_ev": 9.12, "symbols": ["C", "C", "C", "C", "C", "C", "O", "C", "O", "C", "C", "C", "C", "O", "N", "N", "C", "S", "N", "C", "C", "C", "C", "C", "C", "H", "H", "H", "H", "H", "H", "H", "H", "H", "H", "H", "H", "H", "H", "H", "H", "H", "H", "H", "H", "H", "H", "H", "H", "H", "H", "H"], "coordinates": [[-5.459, -2.461, -1.557], [-4.339, -2.403, -0.862], [-4.236, -1.825, 0.515], [-3.234, -0.660, 0.616], [-3.571, 0.427, -0.418], [-2.635, 1.647, -0.373], [-2.235, 1.893, 0.954], [-1.412, 1.455, -1.290], [-0.451, 2.414, -0.925], [0.782, 2.265, -1.589], [1.769, 3.277, -1.017], [1.389, 4.705, -1.385], [-1.803, -1.134, 0.450], [-1.401, -1.963, -0.349], [-0.951, -0.560, 1.339], [0.411, -0.783, 1.148], [1.303, 0.197, 1.403], [0.888, 1.562, 2.249], [2.587, 0.043, 0.983], [3.184, -1.000, 0.269], [2.851, -2.337, 0.470], [3.485, -3.323, -0.266], [4.460, -2.995, -1.193], [4.816, -1.668, -1.371], [4.186, -0.676, -0.646], [-5.498, -2.894, -2.542], [-6.391, -2.084, -1.167], [-3.413, -2.784, -1.268], [-3.913, -2.612, 1.203], [-5.216, -1.469, 0.839], [-3.321, -0.215, 1.611], [-4.591, 0.757, -0.216], [-3.546, 0.000, -1.422], [-3.182, 2.529, -0.745], [-1.460, 2.476, 0.918], [-0.993, 0.445, -1.189], [-1.715, 1.583, -2.340], [1.159, 1.238, -1.445], [0.648, 2.423, -2.670], [1.773, 3.171, 0.069], [2.766, 3.043, -1.397], [1.414, 4.842, -2.464], [2.080, 5.410, -0.929], [0.386, 4.921, -1.030], [-1.168, 0.342, 1.772], [0.559, -1.457, 0.395], [3.150, 0.873, 1.116], [2.133, -2.613, 1.225], [3.218, -4.356, -0.104], [4.948, -3.769, -1.764], [5.586, -1.403, -2.080], [4.462, 0.360, -0.784]], "lowdin_charge": [0.006, -0.194, -0.153, -0.223, -0.080, -0.329, -0.061, -0.158, -0.164, -0.234, -0.239, -0.100, -0.455, 0.062, 0.078, 0.041, -0.814, 0.700, 0.052, -0.244, -0.031, -0.074, -0.091, -0.082, -0.027, 0.050, 0.055, 0.096, 0.126, 0.118, 0.146, 0.129, 0.125, 0.149, 0.066, 0.117, 0.141, 0.116, 0.130, 0.063, 0.107, 0.073, 0.070, 0.072, 0.075, 0.128, 0.123, 0.114, 0.107, 0.102, 0.105, 0.110]}


[3]
{"formula": "C18H27N3O5S", "method": "wB97M-V/def2-TZVPD", "homo_lumo_gap_ev": 6.94, "symbols": ["C", "C", "C", "C", "N", "S", "O", "O", "C", "C", "C", "C", "C", "C", "H", "H", "N", "C", "O", "C", "H", "C", "H", "H", "C", "H", "H", "H", "N", "O", "O", "H", "C", "H", "C", "C", "C", "H", "H", "H", "H", "H", "H", "H", "H", "H", "H", "H", "H", "H", "H", "H", "H", "H"], "coordinates": [[-5.817, -1.662, 0.716], [-4.290, -1.726, 0.091], [-3.251, -1.447, 1.177], [-1.945, -1.422, 0.602], [-1.828, -0.317, -0.239], [-1.226, -0.334, -1.542], [-1.492, 0.841, -2.143], [-1.614, -1.462, -2.305], [0.543, -0.338, -1.365], [1.382, 0.744, -1.160], [2.632, 0.905, -0.807], [3.189, -0.443, -0.681], [2.544, -1.875, -0.867], [1.208, -1.515, -1.060], [0.577, -2.504, -1.368], [2.903, -2.692, -0.478], [4.635, -0.781, -0.073], [5.081, 0.177, 0.908], [4.607, 1.222, 1.299], [6.510, -0.162, 1.213], [7.148, 0.653, 1.071], [6.745, -1.047, 0.088], [7.572, -1.804, 0.250], [7.195, -0.515, -0.731], [5.492, -1.545, -0.680], [5.496, -1.960, -1.502], [5.272, -2.780, 0.175], [6.600, -0.565, 2.025], [3.376, 1.899, -0.761], [4.617, 1.823, -1.241], [2.901, 3.062, -0.608], [0.865, 1.726, -1.482], [-1.489, 1.075, 0.720], [-0.459, 1.090, 0.639], [-2.300, 2.218, 0.241], [-3.731, 2.383, 0.504], [-4.473, 3.425, -0.212], [-5.573, 3.350, 0.393], [-4.345, 3.590, -1.089], [-4.261, 4.437, 0.569], [-4.066, 1.223, 0.102], [-4.112, 2.123, 1.773], [-2.174, 2.395, -0.794], [-1.919, 2.999, 0.814], [-1.890, 0.883, 1.666], [-1.091, -1.531, 1.413], [-1.749, -2.295, -0.054], [-3.524, -0.797, 1.830], [-3.402, -2.308, 1.770], [-4.426, -0.868, -0.602], [-4.247, -2.624, -0.451], [-6.003, -2.398, 1.323], [-5.877, -0.638, 0.999], [-6.518, -1.888, -0.075]], "lowdin_charge": [-0.048, -0.172, -0.218, -0.272, -0.215, 0.406, -0.210, -0.228, -0.222, -0.007, -0.244, 0.148, 0.095, -0.086, 0.163, 0.038, -0.037, -0.346, 0.110, -0.061, 0.132, -0.179, 0.139, 0.111, -0.154, 0.030, 0.167, 0.040, -0.284, 0.041, 0.108, 0.176, 0.027, 0.085, -0.276, -0.344, -0.091, 0.143, -0.050, 0.152, 0.144, 0.197, 0.099, 0.109, 0.101, 0.171, 0.131, 0.052, 0.120, 0.097, 0.091, -0.004, 0.056, 0.068]}


Energy relative to the best compared isomer or geometry (same formula, charge and spin) values (in kcal per mole) by entry order: 0.0; 49.5; 499.1.
Max |F| values (in eV/Å) by entry order: 3.1; 0.7; 17.9.